C9H6N2O in the gas phase in a non-equilibrium geometry. Source: OMol25; level of theory: ωB97M-V/def2-TZVPD.

Positions of all 18 atoms, in Å:
1 O 3.94120 -1.53664 0.07211
2 C 3.43971 -0.47018 0.00410
3 C 1.95005 -0.13625 -0.00925
4 C 1.65056 1.17076 -0.04835
5 C 0.36351 1.52231 -0.03568
6 C -0.66109 0.51217 -0.04819
7 C -2.07539 0.71069 0.09717
8 C -2.92071 -0.34043 0.02906
9 C -2.41809 -1.65908 -0.05781
10 N -1.11395 -1.92058 -0.01075
11 C -0.22500 -0.82283 -0.00998
12 N 1.11561 -1.13787 -0.01984
13 H 3.95387 0.53127 -0.11058
14 H 2.44334 1.91309 0.02780
15 H 0.09338 2.56200 -0.01591
16 H -2.46672 1.69615 0.05872
17 H -3.96966 -0.09503 0.24362
18 H -3.10061 -2.49953 -0.16623

- ΔE to the lowest compared entry with this formula, charge and spin (kJ/mol) = 0.0
- HOMO energy (eV) = -9.70
- structure (SMILES) = O=Cc1ccc2cccnc2n1
- LUMO (eV) = -0.7892
- F_max (eV Å⁻¹) = 4.1